Record 1
Molecular formula: C26H17Br2N6O7RuS
Method: DFT, wB97M-V/def2-TZVPD

Each line ends with the Mulliken spin population.
CARTESIAN COORDINATES (ANGSTROEM)
O -2.644 -1.504 0.713  0.244
C -2.739 5.523 1.627  0.003
C 4.431 -0.482 -0.019  0.004
C -1.983 3.328 2.111  0.007
O 1.059 -1.998 0.919  0.033
H 2.612 0.944 -4.678  0.000
C -1.875 -4.893 -0.235  -0.032
C -2.326 4.592 2.557  -0.001
H 3.770 1.417 3.292  0.000
C -3.532 -3.510 1.626  0.174
H 6.066 2.167 3.196  0.000
C -0.286 -4.720 -2.019  -0.006
C 0.852 -0.074 -2.198  -0.043
H -2.591 3.710 -1.203  0.004
N 6.214 1.666 2.341  0.003
H -1.031 -6.582 -1.278  0.008
C 5.214 0.945 1.763  0.004
C 3.946 0.885 2.364  -0.001
Br -4.615 -2.589 2.811  0.055
O -3.082 7.073 3.297  0.000
C 0.473 0.698 -4.697  0.016
C -2.693 -2.767 0.744  0.179
C 2.936 0.152 1.790  -0.005
C -2.740 -5.580 0.687  0.231
N 0.859 -0.396 -0.834  0.106
N -3.095 6.884 2.100  0.000
H 4.595 -1.020 -0.943  0.000
H -4.174 -5.444 2.266  0.003
C 1.731 0.653 -4.118  -0.007
C -1.052 -5.504 -1.195  0.053
C -2.835 5.248 0.277  -0.001
H -1.604 0.242 -4.291  0.000
Br -2.798 -7.440 0.689  0.057
H 0.313 -2.699 -2.488  -0.013
N -0.393 -0.145 -2.669  0.053
S 1.925 -1.448 -0.116  0.000
H 1.960 0.101 2.256  -0.001
C -0.587 0.269 -3.918  0.010
H 6.416 0.292 0.100  0.000
C -0.305 -3.334 -1.872  0.016
H 0.353 -5.158 -2.772  0.001
C 3.182 -0.532 0.599  -0.001
N 1.939 0.277 -2.852  0.019
O -3.241 7.743 1.260  0.000
C 5.438 0.250 0.563  -0.001
C -1.736 1.660 0.285  0.007
H -1.639 2.575 2.807  0.001
O -1.005 0.905 1.037  0.067
H -3.160 6.018 -0.407  0.000
H 7.119 1.725 1.913  0.000
O -2.125 1.210 -0.809  0.100
O 2.456 -2.328 -1.118  0.008
Ru -0.983 -0.759 -0.213  2.645
C -1.854 -3.506 -0.170  0.027
H -2.275 4.863 3.601  0.000
C -2.082 3.021 0.760  -0.012
C -2.512 3.974 -0.157  0.004
H 0.328 1.039 -5.711  0.001
N -1.061 -2.740 -0.959  0.058
C -3.536 -4.896 1.587  -0.075

Summary:
spin multiplicity	5
net charge	+1
LUMO energy (spin up / spin down)	-4.058 / -6.151	eV
energy	-7497.01393	Eh
expectation value of S²	6.05



Record 2
Molecular formula: C26H17N5O3PtS
Method: DFT, wB97M-V/def2-TZVPD

Each line ends with the Mulliken spin population.
CARTESIAN COORDINATES (ANGSTROEM)
C 0.593 2.766 0.348  0.139
C -3.033 -4.144 3.911  0.177
N 5.317 -0.279 -4.482  0.000
O 3.223 -9.466 -5.644  0.000
C -1.522 -0.798 1.756  0.241
C 1.241 -6.988 -3.304  0.000
C -3.243 -2.849 4.388  -0.083
C -0.584 3.454 0.800  -0.120
H 4.566 -7.328 -5.576  0.000
H -0.087 -6.239 -4.811  0.000
C -1.811 -3.226 2.041  0.148
H -3.419 -5.001 4.450  0.021
C -0.741 4.819 0.518  0.116
N 4.648 0.512 -2.230  0.001
H 3.007 -6.507 -5.814  0.000
H 2.334 -5.209 -0.634  0.000
C -2.308 -4.312 2.731  -0.085
S 1.402 -8.586 -4.054  0.000
C 3.581 -7.154 -5.147  0.000
H -3.798 -2.697 5.309  -0.005
N -1.489 1.374 1.446  0.306
C 0.865 -2.036 -1.069  0.012
C 0.440 -6.013 -3.892  0.000
H 2.361 2.956 -0.833  -0.006
C 1.909 -6.693 -2.117  0.000
H -2.913 -0.755 4.095  0.019
C 1.491 3.484 -0.463  -0.027
C 0.330 -4.760 -3.321  0.000
H -0.288 -4.001 -3.782  0.000
C 0.928 -3.145 -1.567  -0.011
H 2.518 -7.455 -1.645  0.000
C 2.874 -8.476 -5.044  0.000
C 1.295 4.825 -0.743  0.114
O -0.916 -0.986 0.637  0.142
C -2.753 -1.753 3.711  0.152
C -1.568 2.696 1.506  0.490
H -1.625 5.330 0.889  0.001
C 3.458 0.314 -1.758  0.002
N 2.414 0.267 -1.255  0.004
Pt 0.782 -0.284 -0.271  0.017
H -1.245 -3.354 1.127  0.024
H -2.453 3.155 1.944  0.064
H 2.022 5.351 -1.353  0.016
C 0.187 5.507 -0.241  -0.072
C 1.020 -4.435 -2.141  0.000
H -2.128 -5.310 2.346  -0.005
C 1.806 -5.439 -1.549  0.000
C 4.945 0.061 -3.436  0.000
H 3.654 -6.640 -4.193  0.000
H 0.045 6.560 -0.456  -0.001
C -2.025 -1.911 2.511  -0.029
N -1.759 0.468 2.272  0.144
O 0.819 1.550 0.759  0.095

Summary:
spin multiplicity	3
net charge	-2
LUMO energy (spin up / spin down)	3.831 / 3.831	eV
energy	-2017.92262	Eh
expectation value of S²	2.07



Record 3
Molecular formula: C26H18AsAuCl2O4S
Method: DFT, wB97M-V/def2-TZVPD

Each line ends with the Mulliken spin population.
CARTESIAN COORDINATES (ANGSTROEM)
C 3.869 0.938 0.620  0.059
C 0.148 1.768 1.765  0.027
C -1.975 -0.668 2.894  0.002
C 1.558 -1.424 -3.825  0.036
Au 1.337 -0.384 -0.762  0.341
C -1.020 -2.303 1.400  0.008
H 3.348 -4.117 -6.026  0.000
Cl 1.667 0.390 -5.851  0.004
H -0.149 3.377 0.358  0.000
C -2.115 1.192 -0.239  0.021
H -4.754 3.198 0.437  0.000
C -2.958 2.035 0.481  -0.006
C -4.389 2.220 -1.440  0.001
C -2.481 -1.688 3.682  0.002
C 2.458 -3.676 -4.127  0.001
H -2.732 2.299 1.508  0.000
H 1.013 5.035 1.747  -0.001
C -2.258 -3.013 3.332  0.000
C -3.547 1.384 -2.154  -0.003
H -0.440 -2.543 0.517  0.002
Cl 1.354 -3.220 -1.752  0.013
C 1.965 -1.167 -5.143  0.000
H -3.050 -1.450 4.571  0.000
H -1.743 0.226 -2.126  0.000
H -2.151 0.364 3.174  0.001
O 3.962 -0.970 2.512  0.205
C 1.379 2.331 3.750  -0.004
C 0.923 4.016 2.096  -0.008
O 4.285 1.731 1.395  0.170
C 2.595 -2.114 -5.932  -0.002
O 3.645 0.624 -0.525  0.154
H 2.638 -4.651 -3.700  0.000
H 0.663 0.361 3.313  -0.006
H 2.007 4.374 3.909  0.001
C -1.240 -0.979 1.754  0.011
C 2.849 -3.374 -5.420  0.002
C 1.479 3.643 3.311  0.017
C 0.718 1.389 2.978  -0.001
C -4.096 2.545 -0.122  0.001
C 3.186 -0.666 1.667  0.238
H 1.834 2.033 4.685  0.000
As -0.573 0.414 0.605  0.265
S 0.727 -0.130 -2.962  0.218
O 2.084 -1.016 1.212  0.247
H -5.275 2.627 -1.909  0.000
C 0.264 3.079 1.315  0.011
C 1.820 -2.716 -3.361  -0.028
H -3.770 1.136 -3.183  0.000
C -1.530 -3.320 2.193  -0.003
H -2.652 -3.808 3.951  0.000
H -1.354 -4.352 1.923  0.000
C -2.408 0.866 -1.556  0.002
H 2.883 -1.846 -6.938  0.001

Summary:
spin multiplicity	3
net charge	0
LUMO energy (spin up / spin down)	0.251 / -2.178	eV
energy	-4992.53759	Eh
expectation value of S²	2.01



Going through the records in order, we get maximum force values of 1.476; 0.817; 0.516 eV/A.
Going through the records in order, we get energy above the lowest of the compared OMol25 structures with the same formula, charge and spin values of 0.000; 0.316; 0.000 eV.